Record 1
Formula: C2H3FIN
Source: OMol25
Level of theory: ωB97M-V with the def2-TZVPD basis set

Values from the calculation:
Multiplicity: 1
HOMO-LUMO gap, eV: 10.2

Last column: natural (NBO) charge in e.
Element x y z (Å)
C1 -0.261 -2.390 -0.539  0.275
C2 0.970 -0.427 1.027  -0.378
N1 0.291 -1.590 0.091  -0.587
F1 -2.698 2.600 -2.113  -0.557
I1 2.477 0.579 -0.048  0.191
H1 -2.318 2.003 -1.506  0.557
H2 0.053 0.233 1.329  0.262
H3 1.486 -1.009 1.759  0.236

Force components x, y, z for each atom (eV/Å):
C -0.41 -0.63 -0.51
C -3.25 -1.63 -2.39
N 1.91 3.41 2.56
F 0.19 -0.28 0.32
I -0.20 0.15 -0.05
H -0.20 0.27 -0.34
H 2.16 -1.31 -0.35
H -0.21 0.02 0.77

=====

Record 2
Formula: C30H24N4O3SSc
Source: OMol25
Level of theory: ωB97M-V with the def2-TZVPD basis set

Values from the calculation:
Multiplicity: 1
HOMO-LUMO gap, eV: 6.7
Net charge: +1

Last column: natural (NBO) charge in e.
Element x y z (Å)
Sc1 -0.110 -0.300 -0.300  1.859
O1 3.295 -1.613 -2.698  -0.663
C1 4.147 -0.629 -2.345  0.363
C2 5.485 -0.804 -2.697  -0.281
C3 6.418 0.152 -2.364  -0.136
C4 6.048 1.306 -1.672  -0.258
C5 4.733 1.486 -1.319  -0.131
C6 3.756 0.529 -1.646  -0.201
C7 2.375 0.747 -1.234  0.606
O2 1.440 -0.129 -1.564  -0.831
N1 2.084 1.816 -0.521  -0.390
N2 0.786 1.735 -0.117  -0.330
C8 0.173 2.729 0.389  0.077
C9 -1.218 2.472 0.792  0.172
C10 -2.020 3.452 1.345  -0.214
C11 -3.329 3.138 1.682  -0.115
C12 -3.796 1.857 1.448  -0.247
C13 -2.932 0.930 0.888  0.097
N3 -1.671 1.218 0.569  -0.543
H1 2.405 -1.350 -2.411  0.504
H2 5.759 -1.701 -3.235  0.233
H3 7.452 0.002 -2.647  0.224
H4 6.788 2.051 -1.415  0.225
H5 4.418 2.368 -0.781  0.236
H6 0.637 3.703 0.509  0.220
H7 -1.622 4.445 1.506  0.242
H8 -3.974 3.888 2.118  0.241
H9 -4.809 1.572 1.693  0.242
H10 -3.260 -0.080 0.677  0.213
C14 -7.977 -3.541 -1.614  -0.641
C15 -6.517 -3.350 -1.321  0.040
C16 -5.670 -2.747 -2.252  -0.210
C17 -4.323 -2.576 -1.989  -0.130
C18 -3.821 -3.010 -0.768  -0.346
C19 -4.644 -3.596 0.186  -0.170
C20 -5.986 -3.771 -0.102  -0.208
S1 -2.121 -2.842 -0.348  1.299
C21 -1.353 -3.915 -1.544  -0.804
O3 -1.735 -1.430 -0.854  -1.024
H11 -8.231 -3.202 -2.616  0.227
H12 -8.588 -2.986 -0.901  0.236
H13 -8.252 -4.593 -1.528  0.238
H14 -6.074 -2.412 -3.198  0.227
H15 -3.677 -2.098 -2.715  0.225
H16 -4.236 -3.914 1.138  0.233
H17 -6.634 -4.234 0.631  0.231
H18 -1.625 -3.583 -2.544  0.249
H19 -1.703 -4.930 -1.359  0.261
H20 -0.277 -3.855 -1.379  0.263
N4 4.356 -8.441 3.555  -0.272
C22 3.842 -7.480 3.192  0.261
C23 3.192 -6.280 2.736  -0.158
C24 2.070 -5.804 3.409  -0.159
C25 1.440 -4.656 2.967  -0.206
C26 1.926 -3.974 1.850  -0.076
C27 3.056 -4.455 1.184  -0.207
C28 3.687 -5.603 1.623  -0.147
C29 1.274 -2.787 1.379  0.103
C30 0.739 -1.764 0.987  -0.678
H21 1.701 -6.335 4.275  0.237
H22 0.572 -4.276 3.489  0.226
H23 3.433 -3.919 0.323  0.231
H24 4.562 -5.980 1.112  0.237

Force components x, y, z for each atom (eV/Å):
Sc -0.20 0.42 0.05
O -0.01 -0.01 -0.01
C 0.02 0.01 0.01
C 0.00 0.02 0.01
C 0.01 -0.01 -0.01
C 0.01 0.01 0.01
C -0.03 -0.01 0.00
C -0.06 -0.12 -0.17
C 0.00 0.18 0.08
O 0.19 -0.11 -0.03
N -0.09 0.08 0.00
N 0.11 -0.22 -0.13
C -0.02 -0.02 0.09
C 0.02 0.01 -0.02
C 0.01 0.02 0.00
C -0.01 0.00 0.00
C 0.02 0.01 0.00
C -0.02 0.03 0.02
N 0.08 -0.03 0.05
H -0.01 0.01 0.01
H -0.01 0.00 0.00
H 0.00 0.00 0.00
H 0.00 0.00 0.00
H 0.01 0.00 0.00
H 0.00 0.00 0.01
H 0.00 0.00 0.00
H 0.00 0.00 0.00
H 0.00 -0.01 0.00
H 0.00 0.00 0.00
C 0.01 0.00 0.00
C -0.02 -0.01 0.02
C 0.02 0.01 -0.01
C -0.02 0.00 -0.01
C -0.04 -0.01 0.00
C 0.01 0.02 -0.05
C 0.00 0.00 0.01
S 0.01 -0.10 0.05
C 0.03 0.00 0.00
O 0.06 -0.06 -0.13
H 0.00 0.00 0.00
H 0.00 0.00 0.00
H 0.00 0.00 0.00
H 0.00 0.00 0.00
H 0.01 0.00 0.01
H -0.01 0.00 0.00
H 0.00 0.00 0.00
H 0.01 -0.02 0.00
H -0.01 0.00 0.00
H 0.00 0.00 0.00
N 0.00 0.00 0.00
C -0.01 0.03 -0.01
C 0.02 -0.02 -0.01
C -0.01 0.00 0.01
C 0.00 -0.01 0.01
C 0.03 -0.01 -0.04
C -0.02 0.02 -0.02
C 0.00 -0.02 0.02
C 0.01 0.03 0.08
C -0.09 -0.12 0.09
H 0.00 0.00 0.00
H 0.00 0.00 -0.01
H 0.01 0.00 0.00
H 0.00 0.00 0.00

=====

Record 3
Formula: C24H24N3O7PtS2
Source: OMol25
Level of theory: ωB97M-V with the def2-TZVPD basis set

Values from the calculation:
Multiplicity: 1
HOMO-LUMO gap, eV: 7.7
Net charge: -1

Last column: natural (NBO) charge in e.
Element x y z (Å)
Pt1 -0.009 0.334 0.002  0.808
C1 -2.217 -0.876 2.363  -0.667
C2 -0.763 -1.098 2.553  0.416
N1 0.192 -0.726 1.719  -0.485
C3 1.418 -1.087 2.266  0.042
C4 1.161 -1.678 3.475  -0.027
N2 -0.203 -1.682 3.617  -0.485
C5 1.935 -2.288 4.604  0.776
O1 3.219 -2.252 4.537  -0.672
O2 1.293 -2.760 5.525  -0.652
C6 2.745 -0.874 1.531  0.757
O3 3.769 -1.264 2.177  -0.760
O4 2.710 -0.379 0.412  -0.677
H1 -2.369 -0.487 1.363  0.270
H2 -2.601 -0.163 3.097  0.227
H3 -2.768 -1.814 2.463  0.228
H4 -0.656 -2.081 4.424  0.444
H5 3.520 -1.737 3.637  0.524
C7 -1.071 -1.758 -6.409  -0.600
C8 0.209 -1.605 -5.574  -0.102
C9 1.439 -1.712 -6.484  -0.595
C10 0.252 -2.748 -4.560  -0.629
C11 0.193 -0.230 -4.903  0.106
C12 0.193 0.928 -5.711  -0.223
C13 0.161 2.200 -5.188  -0.218
C14 0.118 2.336 -3.801  -0.250
S1 0.081 3.772 -2.821  0.411
C15 0.038 2.792 -1.408  0.122
N3 0.009 1.515 -1.639  -0.457
C16 0.094 1.207 -2.995  0.218
C17 0.144 -0.078 -3.531  -0.241
C18 0.101 3.192 -0.005  -0.209
C19 0.116 4.505 0.441  -0.170
C20 0.194 4.758 1.802  -0.253
C21 0.254 3.682 2.683  -0.188
C22 0.237 2.372 2.230  -0.292
C23 0.164 2.083 0.863  -0.005
H6 -1.087 -2.739 -6.892  0.200
H7 -1.139 -0.997 -7.191  0.194
H8 -1.953 -1.675 -5.770  0.234
H9 1.459 -2.692 -6.970  0.202
H10 2.359 -1.599 -5.905  0.213
H11 1.436 -0.950 -7.267  0.196
H12 0.266 -3.699 -5.100  0.199
H13 -0.620 -2.751 -3.906  0.265
H14 1.154 -2.706 -3.942  0.208
H15 0.228 0.816 -6.788  0.205
H16 0.175 3.066 -5.838  0.213
H17 0.108 -0.924 -2.859  0.250
H18 0.070 5.330 -0.265  0.206
H19 0.212 5.775 2.173  0.206
H20 0.322 3.872 3.749  0.206
H21 0.297 1.562 2.945  0.210
C24 -3.928 -1.639 -0.817  -0.902
S2 -2.470 -1.438 -1.812  2.418
O5 -2.452 -2.574 -2.714  -1.011
O6 -2.610 -0.142 -2.452  -1.012
O7 -1.358 -1.480 -0.827  -1.067
H22 -4.775 -1.821 -1.479  0.233
H23 -4.087 -0.723 -0.246  0.223
H24 -3.787 -2.491 -0.150  0.224

Force components x, y, z for each atom (eV/Å):
Pt -0.84 -0.17 -0.26
C -0.02 -0.09 0.09
C -0.03 0.04 -0.11
N 0.27 0.01 0.07
C -0.09 0.05 -0.13
C 0.18 -0.14 0.02
N -0.13 0.04 0.12
C -0.78 0.25 -0.33
O 1.03 0.78 -0.95
O 0.06 -0.14 0.17
C 0.25 -0.20 0.46
O -0.39 0.00 0.76
O -0.13 -0.04 -0.16
H -0.03 0.07 -0.08
H 0.01 -0.02 -0.04
H 0.01 0.04 0.01
H 0.02 -0.02 0.04
H -0.22 -0.72 0.16
C -0.05 -0.01 -0.01
C 0.00 0.04 0.02
C 0.03 0.02 -0.07
C 0.07 -0.03 0.05
C 0.00 0.02 0.05
C 0.05 -0.12 -0.05
C 0.01 0.10 0.07
C -0.01 -0.02 -0.20
S 0.05 0.12 -0.05
C 0.03 0.24 0.45
N 0.00 -0.42 -0.35
C -0.12 -0.09 0.30
C 0.00 -0.01 -0.13
C -0.09 -0.09 -0.47
C 0.00 0.20 0.17
C -0.01 -0.06 -0.11
C 0.00 0.09 0.10
C 0.04 -0.17 -0.14
C 0.29 0.18 0.27
H 0.01 0.03 0.02
H 0.01 -0.01 0.03
H 0.04 -0.01 -0.01
H -0.01 0.03 0.02
H -0.04 -0.01 -0.01
H 0.01 -0.04 0.03
H 0.02 0.03 0.01
H 0.04 0.01 -0.05
H -0.02 0.02 -0.04
H -0.02 0.02 0.04
H -0.01 -0.01 0.02
H 0.05 0.04 -0.04
H 0.00 -0.08 0.02
H 0.00 -0.03 -0.01
H 0.00 -0.01 -0.04
H 0.02 0.04 0.02
C -0.14 -0.07 0.18
S -0.19 0.24 -0.11
O 0.03 -0.02 0.09
O 0.00 -0.07 0.07
O 0.62 0.14 0.10
H 0.10 0.06 0.02
H 0.01 -0.09 -0.04
H -0.01 0.05 -0.07

=====

Record 4
Formula: C4H6N2O
Source: OMol25
Level of theory: ωB97M-V with the def2-TZVPD basis set

Values from the calculation:
Multiplicity: 1
HOMO-LUMO gap, eV: 11.2
SMILES string: [H]/N=C/OCCC#N

Last column: natural (NBO) charge in e.
Element x y z (Å)
H1 -3.270 0.833 -1.091  0.360
N1 -2.302 0.558 -0.942  -0.708
C1 -2.134 0.046 0.196  0.414
O1 -0.937 -0.460 0.617  -0.511
C2 0.247 -0.267 -0.196  -0.084
C3 1.427 -0.121 0.739  -0.518
C4 2.492 0.040 -0.250  0.254
N2 3.373 0.343 -0.916  -0.299
H2 -2.899 -0.090 0.978  0.163
H3 0.015 0.502 -0.917  0.227
H4 0.963 -0.955 -0.947  0.204
H5 1.438 0.669 1.504  0.247
H6 1.588 -1.098 1.224  0.250

Force components x, y, z for each atom (eV/Å):
H 0.16 0.07 0.14
N 0.00 -0.25 0.23
C 0.29 -0.25 -0.37
O 0.29 -0.88 -0.68
C 1.00 -0.32 -1.05
C 0.18 0.02 0.11
C 1.17 1.05 1.27
N 0.15 -0.22 -0.52
H 0.47 0.01 -0.23
H 0.27 0.88 0.35
H -3.73 -0.41 1.14
H -0.10 -0.11 -0.39
H -0.15 0.40 0.01

=====

Results for F_max: 4.7, 0.5, 1.6, 3.9 (in eV/A, following the order of the records).
Results for E_LUMO: -0.012, -0.142, 0.080, 0.027 (in Eh, following the order of the records).
Results for energy relative to the best compared isomer or geometry (same formula, charge and spin): 167.99, 0.00, 0.00, 282.25 (in kJ/mol, following the order of the records).